[1]
# C24H20B2Cl3F4N10O2W

A molecular structure, C24H20B2Cl3F4N10O2W (wB97M-V/def2-TZVPD, OMol25).

Values from the calculation:
HOMO-LUMO gap (alpha / beta)	5.361 / 5.293	eV

```
! wB97M-V def2-TZVPD RIJCOSX def2/J DEFGRID3
* xyz 1 1
H 3.09 2.38 2.20
H -1.12 0.14 -7.83
N 2.78 1.44 0.15
H 0.93 -0.44 -4.13
N -1.08 -0.08 1.95
C 3.90 1.22 -1.74
C -0.71 3.69 1.56
H -1.66 2.75 -0.22
C 0.05 -0.17 -6.06
H -3.79 0.68 0.04
C 3.26 -0.38 3.00
C -1.72 -0.25 4.42
C -2.32 0.39 -4.67
W 0.09 -0.27 0.03
F 0.70 -4.19 -0.97
C -0.90 2.77 0.54
N 2.36 0.23 2.21
Cl -0.62 -4.44 1.77
B 0.45 -2.96 -1.46
C 0.45 3.29 2.18
B 2.37 1.64 1.61
O -3.48 0.68 -4.08
H -4.28 0.97 2.58
H -3.21 0.61 -6.59
N 1.61 -0.70 1.58
C -3.28 0.60 2.80
H -3.39 0.61 -3.12
C 2.75 0.45 -1.77
C 2.05 -1.90 1.98
H 0.25 -0.30 3.64
C 3.88 1.83 -0.50
C -1.10 0.09 -2.53
N 0.92 2.20 1.57
N -1.83 0.20 -0.48
H 4.58 2.51 -0.04
N 0.10 1.87 0.54
H 2.39 -0.20 -2.55
C 0.04 -0.18 -4.69
C -2.79 0.44 0.39
H -1.33 4.54 1.80
F 0.61 -2.77 -2.78
N -0.96 -1.42 1.42
C -2.89 0.35 4.15
H -3.57 0.61 4.95
H 1.62 -2.81 1.59
C 3.09 -1.75 2.89
Cl 0.32 -3.61 4.42
H 0.98 3.74 3.01
C -0.79 -1.95 2.67
H 3.96 0.19 3.58
H 3.65 -2.52 3.39
C -2.29 0.40 -6.07
Cl -2.51 -3.64 3.84
H -1.41 -0.51 5.42
N -2.16 0.31 -1.79
N 2.08 0.58 -0.62
F 1.37 -1.97 -0.72
C -0.87 -3.33 3.12
C -0.76 -0.60 3.34
O 0.03 -0.13 -1.88
H 4.64 1.32 -2.52
C -2.45 0.36 1.75
F -0.79 -2.41 -0.98
C -1.13 0.10 -3.97
C -1.12 0.12 -6.75
H 0.96 -0.40 -6.60
*
```

=====

[2]
# C24H20Cl5N6O2Sn

A molecular structure, C24H20Cl5N6O2Sn (wB97M-V/def2-TZVPD, OMol25).

Values from the calculation:
HOMO-LUMO gap	4.075	eV

```
! wB97M-V def2-TZVPD RIJCOSX def2/J DEFGRID3
* xyz 3 1
H -1.76 -2.12 1.08
C -0.21 4.77 3.97
C 4.40 -0.35 0.91
C 3.96 -0.24 -0.52
C -1.35 0.80 -3.58
N -0.67 1.22 1.93
C -1.35 0.57 2.85
C -0.99 2.57 3.73
H -2.65 -1.08 3.25
C 5.06 -0.19 -1.57
Cl 4.57 0.03 -3.14
H -0.31 1.06 -3.38
C 6.71 -0.49 0.16
C -0.43 2.49 2.45
H 0.81 -4.29 0.63
C -2.18 0.31 -2.58
H 0.68 3.53 0.92
H -5.13 -0.01 -4.28
H -1.30 3.75 5.52
C -3.51 0.01 -2.84
O -0.22 -2.38 -0.86
Cl 3.19 -0.31 2.08
C 0.26 3.58 1.91
N -0.46 -4.05 -2.32
H 0.87 5.58 2.30
Cl 6.22 -0.58 2.84
H -3.67 0.87 -6.06
H -0.95 -1.50 3.09
H -2.09 1.04 4.77
H -1.31 1.37 -5.64
H -0.12 5.68 4.55
C 1.01 -4.40 -0.43
H -4.98 -0.75 -1.47
H 2.03 -4.05 -0.62
N -1.59 1.32 3.94
O 2.81 -0.16 -0.84
C 5.71 -0.47 1.23
C -3.26 0.69 -5.08
H -1.07 -3.49 -2.90
Cl 7.60 -0.28 -2.39
C -1.74 -0.86 2.69
Cl 8.28 -0.70 0.57
C -1.91 0.98 -4.83
N -1.86 -1.12 1.25
H -0.24 -4.98 -2.63
Sn -0.04 -0.17 0.00
N -4.04 -0.43 -1.62
C 0.07 -3.54 -1.22
C -3.06 -0.37 -0.71
C -0.89 3.70 4.52
C -3.18 -0.67 0.74
H 0.95 -5.45 -0.71
N -1.93 0.06 -1.22
C 6.37 -0.32 -1.22
H -3.41 0.27 1.26
C 0.35 4.71 2.69
C -4.09 0.20 -4.09
H -3.98 -1.38 0.94
*
```

=====

[3]
# C24H20ClMnN3O3

A molecular structure, C24H20ClMnN3O3 (wB97M-V/def2-TZVPD, OMol25).

Values from the calculation:
HOMO-LUMO gap (alpha / beta)	5.163 / 4.808	eV

```
! wB97M-V def2-TZVPD RIJCOSX def2/J DEFGRID3
* xyz -1 5
H -0.98 -0.59 2.67
C -3.15 0.02 -3.31
C 1.38 4.32 0.46
C -2.82 -0.65 -0.99
C -2.34 -0.13 -2.21
C 2.92 -0.96 -1.41
H -2.74 0.41 -4.24
H 2.50 -0.42 1.79
O 1.66 5.50 0.70
C 2.85 -0.92 0.89
Cl 3.90 -2.79 2.51
H -6.06 -1.07 -1.99
C -0.84 0.06 0.23
H 1.48 3.56 -2.08
C -5.01 -0.81 -2.06
H -0.54 3.43 0.05
C 3.94 -2.75 -0.20
N 2.03 3.23 0.87
H 3.65 2.85 2.18
O 5.51 3.02 0.11
C 3.54 -2.11 0.96
N 2.55 -0.34 -0.28
C -2.15 -1.72 1.27
C -2.88 -2.91 1.12
N 0.76 3.08 -1.54
H -3.57 -4.73 2.00
H -5.14 -0.21 -4.13
H -1.21 -2.21 4.51
H -4.63 -1.31 -0.02
C 3.61 -2.15 -1.40
H 4.48 -3.68 -0.15
C 0.24 3.98 -0.49
H 2.65 -0.46 -2.33
C -4.50 -0.33 -3.26
C -4.19 -0.97 -0.95
H -3.31 -3.15 0.15
H 3.69 4.44 1.41
H -2.53 -4.29 4.20
C -1.95 -0.76 0.18
C -1.55 -1.50 2.52
H -0.17 4.91 -0.88
Mn 1.87 1.52 -0.17
H -1.29 0.14 -2.26
H 3.89 -2.61 -2.34
C -1.69 -2.41 3.56
C 0.16 0.80 0.27
H 0.02 2.79 -2.17
C -3.01 -3.82 2.16
C 4.32 2.81 0.16
C -2.42 -3.58 3.39
C 3.43 3.40 1.26
O 3.65 2.06 -0.70
*
```

=====

[4]
# C24H20ClN2O7OsPS2

A molecular structure, C24H20ClN2O7OsPS2 (wB97M-V/def2-TZVPD, OMol25).

Values from the calculation:
HOMO-LUMO gap	4.745	eV

```
! wB97M-V def2-TZVPD RIJCOSX def2/J DEFGRID3
* xyz 2 1
H -3.24 2.01 2.87
O 2.35 -1.59 -0.66
C -1.15 1.87 3.35
C -4.40 -1.50 -2.84
C 0.18 0.46 1.94
H 0.95 1.53 3.63
H 0.35 -5.98 2.33
H -2.70 0.93 -1.21
C 0.08 1.31 3.03
P -0.77 -0.98 -0.17
H -1.89 -2.33 2.07
C 3.81 2.33 0.45
C -1.10 -2.97 1.69
H -1.45 -4.49 3.15
C -2.97 -0.06 -1.56
N 3.19 5.77 1.57
S 5.53 4.58 1.58
H 2.21 5.85 1.40
H 1.74 -5.27 0.39
C 0.68 -3.43 0.15
C -3.65 -2.60 -2.46
C -2.21 -1.17 -1.18
C -2.19 0.73 1.51
H 1.13 0.00 1.71
H 3.67 6.55 2.00
H -5.26 -1.62 -3.49
H 1.39 4.64 0.05
H -4.66 0.63 -2.67
C -0.96 0.18 1.17
O -0.29 1.03 -2.38
C 0.16 -5.03 1.84
O 0.68 -2.28 -2.13
H -3.08 0.49 0.94
C -0.34 -2.58 0.59
C 3.16 1.30 -0.18
O 1.36 -0.05 -3.42
Os 1.11 -0.28 -1.47
O 0.12 1.69 -4.60
C -4.06 -0.23 -2.38
H -3.92 -3.59 -2.82
O 2.53 -3.90 -1.68
C -0.85 -4.20 2.30
C 3.21 3.57 0.58
C 1.93 3.70 0.03
C 0.94 -4.64 0.76
C -2.56 -2.45 -1.63
S 1.67 -2.90 -1.19
O -0.89 -0.41 -4.18
C 3.93 4.69 1.27
H -1.23 2.53 4.21
H 4.81 2.19 0.85
Cl 0.00 0.58 -3.78
H 0.34 2.74 -1.02
H -1.98 -3.32 -1.34
N 1.92 1.44 -0.71
C 1.32 2.64 -0.59
C -2.28 1.58 2.60
H 3.63 0.33 -0.28
*
```

=====

[5]
# C24H20LiN2P

A molecular structure, C24H20LiN2P (wB97M-V/def2-TZVPD, OMol25).

Values from the calculation:
HOMO-LUMO gap (alpha / beta)	2.827 / 2.459	eV

```
! wB97M-V def2-TZVPD RIJCOSX def2/J DEFGRID3
* xyz -2 1
C -2.89 2.49 -0.43
N -0.58 1.92 -0.55
H 0.73 0.00 4.86
C -2.50 -0.75 4.10
H 6.36 -0.77 -3.31
H -3.49 -3.71 -2.83
C -1.93 -3.51 0.69
H 6.53 3.45 -2.53
C 4.08 1.18 -1.57
H -3.07 -0.01 -0.11
H -3.92 2.17 -0.31
H -3.35 4.56 -0.58
H -0.94 5.24 -0.85
H 0.79 3.41 -0.82
H 1.00 -0.32 2.48
C -1.83 -2.42 -0.16
C -2.59 -4.67 0.30
C -1.40 -0.44 4.91
H -3.67 -5.65 -1.28
C -2.40 -2.51 -1.43
H 4.46 3.33 -1.31
C -1.85 1.53 -0.43
H -1.48 -3.44 1.68
C -0.28 3.21 -0.71
C -0.14 -0.27 4.28
C 4.76 0.04 -2.19
C 6.03 2.48 -2.45
P -0.85 -0.92 0.37
C 4.86 2.42 -1.75
H 7.57 1.42 -3.61
C -2.56 3.82 -0.58
C 6.64 1.36 -3.06
H 4.28 -0.93 -2.10
H -2.33 -1.67 -2.11
H -1.52 -0.29 5.98
Li 1.07 0.72 -0.42
C -1.24 4.21 -0.73
C 0.01 -0.45 2.93
C 2.89 1.13 -0.89
H -3.48 -0.86 4.56
C -3.16 -4.74 -0.97
N -2.11 0.20 -0.33
C -2.38 -0.93 2.74
H -3.26 -1.18 2.16
H -2.66 -5.50 0.98
C 5.94 0.14 -2.88
C -1.09 -0.82 2.09
C -3.06 -3.66 -1.83
*
```

=====

[6]
# C24H21BaN4O2Se

A molecular structure, C24H21BaN4O2Se (wB97M-V/def2-TZVPD, OMol25).

Values from the calculation:
HOMO-LUMO gap	7.563	eV

```
! wB97M-V def2-TZVPD RIJCOSX def2/J DEFGRID3
* xyz -1 1
H 2.37 -0.63 -4.17
H 1.91 3.58 2.48
C -2.07 -0.89 -1.74
H 1.68 -2.64 3.09
Ba 0.74 -0.81 -0.12
C 2.21 1.53 3.04
C 2.45 -3.49 -1.22
C 2.28 -0.73 3.93
O -2.85 -1.47 -2.50
H -3.03 1.45 -2.18
C -4.10 -0.67 1.45
C -1.74 1.52 -5.24
H 1.73 2.46 1.14
H 4.88 1.12 5.11
C 0.37 0.16 -4.06
H 0.61 -2.03 4.34
C -0.84 0.29 -3.36
H 1.34 -1.57 -3.09
C 0.49 0.68 -5.34
H 1.98 0.02 -2.60
H 1.43 0.54 -5.87
H -2.56 2.07 -5.68
C -3.20 1.23 -3.23
C -3.78 -0.90 0.12
C -1.89 1.00 -3.95
C 3.36 1.83 3.76
C -3.11 -0.40 2.38
C 1.53 2.59 2.21
Se 1.15 -3.79 0.05
H -3.30 -0.19 3.42
O -0.94 0.22 4.07
N 3.25 -3.25 -2.02
N -0.95 -0.19 -2.02
H 2.19 -2.71 4.78
H 3.77 2.84 3.71
C 3.44 -0.40 4.64
C -1.80 -0.39 1.94
C 1.68 0.23 3.12
C -2.45 -0.85 -0.25
C -0.55 1.36 -5.95
H -3.85 0.35 -3.28
N -1.49 -0.61 0.65
H 0.45 2.59 2.34
C 1.66 -2.10 4.04
H -5.14 -0.68 1.76
C 1.57 -0.55 -3.44
C -0.65 -0.07 2.90
C 3.98 0.87 4.56
H -0.44 1.77 -6.95
H 3.91 -1.16 5.26
H -3.73 2.08 -3.68
N 0.56 -0.12 2.31
H -4.52 -1.11 -0.64
*
```

=====

Energy relative to the best compared isomer or geometry (same formula, charge and spin) / kcal per mole: 114.6, 0.0, 15.3, 4.9, 0.0, 26.0